w.
Here is a cluster of 2 separate species, C4H12ClNSi in total from the OMol25 dataset. Energies are from ωB97M-V with the def2-TZVPD basis set.

For the LUMO energy, the calculation gives 0.05 eV. The value obtained for the highest occupied orbital energy is -9.09 eV. Its SMILES is C/N=[SiH]\C(C)C.Cl. Its orbital gap is 9.1397 eV. The net charge is 0.

Cartesian coordinates (Å):
C1 0.094 -2.759 0.462
N1 -0.107 -1.581 1.255
Si1 -0.483 -0.078 0.688
C2 -0.455 0.858 -1.019
C3 1.060 0.960 -1.367
C4 -1.198 2.218 -0.940
H1 -0.540 -3.598 0.847
H2 0.014 -2.773 -0.633
H3 1.073 -3.052 0.874
H4 -0.772 0.702 1.935
H5 -1.075 0.227 -1.729
H6 1.203 1.238 -2.402
H7 1.488 1.739 -0.741
H8 1.484 -0.042 -1.250
H9 -0.751 2.873 -0.134
H10 -2.214 2.179 -0.513
H11 -1.076 2.793 -1.863
Cl1 1.470 -0.524 3.707
H12 0.787 -1.381 2.822

x.
Here is a cluster of 2 separate species, C4H12ClNSi in total from the OMol25 dataset. Energies are from ωB97M-V with the def2-TZVPD basis set.

For the LUMO energy (spin up / spin down), the calculation gives -0.12 / 0.02 eV. The value obtained for the highest occupied orbital energy (spin up / spin down) is -9.47 / -7.05 eV. Its orbital gap (spin up / spin down) is 9.3558 / 7.0709 eV. The net charge is 0.

Cartesian coordinates (Å):
C1 0.804 2.686 0.475
C2 1.173 0.330 1.263
C3 -0.898 -3.132 -0.373
C4 0.171 1.299 0.587
N1 -1.941 -2.210 -0.910
Si1 -0.376 0.592 -1.147
Cl1 -1.378 2.039 -2.219
H1 0.178 3.403 0.022
H2 1.006 3.159 1.460
H3 1.768 2.807 -0.092
H4 1.793 1.087 1.737
H5 1.609 -0.266 0.533
H6 0.702 -0.297 2.036
H7 -1.492 -4.123 -0.223
H8 -0.159 -3.340 -1.113
H9 -0.681 -2.593 0.544
H10 -0.773 1.190 1.235
H11 -2.029 -2.461 -1.898
H12 0.523 -0.170 -1.916

The structure with the most favorable energy is w; the runner-up is 0.0556 hartree above it.

w.
Here is an isolated molecule of C3H2BrClO from the OMol25 dataset. Energies are from ωB97M-V with the def2-TZVPD basis set.

For the LUMO energy, the calculation gives -0.77 eV. The value obtained for the highest occupied orbital energy is -9.52 eV. Its SMILES is O=C/C(Br)=C/Cl. Its orbital gap is 8.7509 eV. The net charge is 0.

Cartesian coordinates (Å):
O1 1.486 -0.313 -1.885
C1 1.139 -0.148 -0.745
C2 -0.237 -0.171 -0.293
Br1 -1.574 -0.477 -1.571
C3 -0.621 0.262 1.064
Cl1 -2.212 0.355 1.571
H1 1.861 0.053 0.072
H2 0.159 0.439 1.787

x.
Here is an isolated molecule of C3H2BrClO from the OMol25 dataset. Energies are from ωB97M-V with the def2-TZVPD basis set.

For the LUMO energy (spin up / spin down), the calculation gives 0.28 / 0.28 eV. The value obtained for the highest occupied orbital energy (spin up / spin down) is -8.09 / -8.09 eV. Its SMILES is ClCC1=C(Br)O1. Its orbital gap (spin up / spin down) is 8.3627 / 8.3620 eV. The net charge is 0.

Cartesian coordinates (Å):
Cl1 -1.382 2.000 0.110
C1 -1.270 0.230 -0.107
C2 0.319 -0.266 -0.051
C3 1.658 -0.518 -0.020
Br1 3.397 0.090 -0.341
O1 0.963 -1.369 0.831
H1 -1.944 -0.122 0.733
H2 -1.741 -0.046 -1.154

The structure with the most favorable energy is w; the runner-up is 0.1451 hartree above it.

w.
Here is a cluster of 2 separate species, CH3IO2S in total from the OMol25 dataset. Energies are from ωB97M-V with the def2-TZVPD basis set.

For the LUMO energy, the calculation gives -0.25 eV. The value obtained for the highest occupied orbital energy is -8.59 eV. Its orbital gap is 8.3463 eV. The net charge is 0.

Cartesian coordinates (Å):
C1 1.723 2.275 -1.954
O1 1.148 1.270 -1.624
O2 0.281 1.246 -0.696
S1 -2.900 0.960 0.448
I1 -4.613 -0.634 0.334
H1 1.742 3.270 -1.473
H2 2.450 2.152 -2.711
H3 -3.196 1.075 1.685

x.
Here is a cluster of 2 separate species, CH3IO2S in total from the OMol25 dataset. Energies are from ωB97M-V with the def2-TZVPD basis set.

For the LUMO energy (spin up / spin down), the calculation gives -3.04 / -3.03 eV. The value obtained for the highest occupied orbital energy (spin up / spin down) is -8.73 / -8.63 eV. Its orbital gap (spin up / spin down) is 5.6852 / 5.5969 eV. The net charge is 0.

Cartesian coordinates (Å):
C1 1.126 -0.313 0.066
O1 0.110 -0.190 -0.915
O2 -0.234 1.008 -1.245
S1 -2.454 1.209 0.852
I1 -2.435 -1.004 0.114
H1 1.494 -1.291 0.041
H2 0.588 -0.028 1.086
H3 1.804 0.609 0.001

The structure with the most favorable energy is w; the runner-up is 0.0387 hartree above it.

w.
Here is the ion C3H5N2OS with charge +1 from the OMol25 dataset. Energies are from ωB97M-V with the def2-TZVPD basis set.

For the LUMO energy (spin up / spin down), the calculation gives -4.66 / -8.34 eV. The value obtained for the highest occupied orbital energy (spin up / spin down) is -11.70 / -15.46 eV. As for the multiplicity: 3. Its orbital gap (spin up / spin down) is 7.0363 / 7.1177 eV. The expectation value of S² is 2.012. The net charge is +1.

Cartesian coordinates (Å):
C1 -1.382 1.302 -0.156
C2 -1.650 -0.013 -0.188
C3 2.096 -0.409 0.083
N1 -0.134 -0.832 0.024
N2 0.709 0.055 0.142
O1 -2.627 -0.877 -0.219
S1 0.269 1.712 0.044
H1 -2.167 2.038 -0.105
H2 2.203 -0.510 -0.973
H3 2.628 0.461 0.520
H4 2.332 -1.264 0.669
H5 -2.277 -1.663 0.159

x.
Here is the ion C3H5N2OS with charge +1 from the OMol25 dataset. Energies are from ωB97M-V with the def2-TZVPD basis set.

For the LUMO energy (spin up / spin down), the calculation gives -3.86 / -6.76 eV. The value obtained for the highest occupied orbital energy (spin up / spin down) is -11.45 / -15.39 eV. As for the multiplicity: 3. Its orbital gap (spin up / spin down) is 7.5885 / 8.6286 eV. The expectation value of S² is 2.014. The net charge is +1.

Cartesian coordinates (Å):
C1 -0.943 0.496 0.350
C2 0.859 -0.566 1.156
C3 0.921 -0.584 -0.380
N1 -0.191 0.263 -0.703
N2 -0.361 0.050 1.441
O1 1.226 -0.486 3.588
S1 1.942 -0.926 2.382
H1 -1.818 1.130 0.419
H2 1.717 -0.107 -0.856
H3 0.828 -1.612 -0.700
H4 -0.128 0.604 -1.602
H5 -0.652 0.239 2.496

The structure with the most favorable energy is x; the runner-up is 0.0938 hartree above it.